# 1
C58H56GeN4O4P2Pt as an isolated structure. Source: the OMol25 dataset; level of theory: the ωB97M-V functional and the def2-TZVPD basis.

Structure (XYZ):
```
126
C58H56GeN4O4P2Pt, DFT the ωB97M-V functional and the def2-TZVPD basis
Pt 0.184 -0.145 0.092
C -2.600 -0.690 1.998
C -1.960 0.591 2.544
P -0.152 0.365 2.682
C 0.653 1.991 2.740
C 0.374 2.924 1.739
C 1.122 4.086 1.631
C 2.166 4.324 2.517
C 2.453 3.399 3.511
C 1.702 2.236 3.623
C 0.083 -0.355 4.338
C 0.653 -1.612 4.520
C 0.789 -2.144 5.796
C 0.355 -1.423 6.897
C -0.219 -0.169 6.726
C -0.358 0.361 5.455
P -1.552 -1.606 0.789
C -0.757 -2.974 1.726
C 0.376 -3.583 1.188
C 0.943 -4.696 1.789
C 0.377 -5.229 2.938
C -0.765 -4.650 3.470
C -1.332 -3.537 2.864
C -2.669 -2.616 -0.222
C -4.052 -2.512 -0.127
C -4.862 -3.428 -0.787
C -4.295 -4.448 -1.532
C -2.914 -4.548 -1.638
C -2.104 -3.632 -0.992
H -3.520 -0.427 1.485
H -2.846 -1.375 2.807
H -2.424 0.867 3.489
H -2.113 1.414 1.846
H -0.418 2.734 1.024
H 0.886 4.804 0.854
H 2.751 5.232 2.434
H 3.259 3.583 4.209
H 1.935 1.525 4.407
H 0.974 -2.194 3.670
H 1.228 -3.125 5.926
H 0.460 -1.837 7.892
H -0.557 0.396 7.585
H -0.795 1.345 5.331
H 0.830 -3.171 0.294
H 1.826 -5.151 1.355
H 0.815 -6.102 3.407
H -1.223 -5.064 4.359
H -2.231 -3.125 3.301
H -4.514 -1.720 0.443
H -5.939 -3.343 -0.710
H -4.929 -5.165 -2.040
H -2.468 -5.333 -2.234
H -1.028 -3.716 -1.083
C 5.158 1.269 -1.989
C 3.850 2.022 -1.922
N 2.923 1.295 -1.062
C 3.242 0.355 -0.157
N 2.263 -0.292 0.471
C 2.652 -1.100 1.623
C 3.964 -1.817 1.394
C 5.017 -0.771 1.126
N 4.557 0.131 0.079
C 5.581 0.946 -0.573
H 5.917 1.867 -2.492
H 5.020 0.342 -2.548
H 3.401 2.118 -2.909
H 4.007 3.026 -1.518
H 1.937 1.408 -1.210
H 1.867 -1.820 1.799
H 2.725 -0.464 2.516
H 3.871 -2.490 0.537
H 4.235 -2.410 2.268
H 5.955 -1.216 0.796
H 5.225 -0.204 2.041
H 6.504 0.368 -0.560
H 5.758 1.865 -0.001
C -3.092 -2.930 -4.671
C -1.728 -3.144 -4.809
C -0.827 -2.376 -4.083
C -1.276 -1.388 -3.206
C -2.653 -1.194 -3.065
C -3.552 -1.957 -3.794
Ge 0.040 -0.183 -2.427
C 1.813 -0.827 -3.009
C 2.445 -0.251 -4.111
C 3.666 -0.734 -4.571
C 4.273 -1.807 -3.934
C 3.653 -2.396 -2.837
C 2.436 -1.908 -2.385
C -0.287 1.575 -3.239
C 0.494 2.711 -3.021
C 0.219 3.915 -3.652
C -0.868 4.015 -4.510
C -1.662 2.903 -4.735
C -1.373 1.696 -4.109
H -3.794 -3.523 -5.244
H -1.362 -3.901 -5.492
H 0.236 -2.540 -4.223
H -3.037 -0.448 -2.376
H -4.616 -1.791 -3.673
H 1.975 0.579 -4.630
H 4.137 -0.279 -5.435
H 5.219 -2.190 -4.296
H 4.117 -3.244 -2.345
H 1.964 -2.376 -1.529
H 1.343 2.689 -2.353
H 0.843 4.779 -3.464
H -1.091 4.955 -4.998
H -2.509 2.968 -5.407
H -1.998 0.839 -4.318
O -3.498 0.554 -0.476
C -2.623 1.408 -0.593
O -1.352 1.183 -0.624
C -2.992 2.859 -0.758
C -4.337 3.208 -0.842
C -4.712 4.533 -1.006
C -3.746 5.527 -1.071
C -2.417 5.155 -0.976
C -2.017 3.842 -0.837
N -1.381 6.208 -1.016
O -0.219 5.862 -0.872
O -1.742 7.355 -1.173
H -5.077 2.421 -0.786
H -5.759 4.797 -1.080
H -4.005 6.569 -1.184
H -0.967 3.589 -0.819
```

Total charge = +1
Strongest force on any atom = 0.0145 hartree/bohr
2S+1 = 2
Highest occupied orbital energy (alpha / beta) = -0.3660 / -0.3811 Ha

---

# 2
A 2-piece molecular cluster, C2HN3O3 overall in a non-equilibrium geometry. Source: the OMol25 dataset; level of theory: the ωB97M-V functional and the def2-TZVPD basis.

Structure (XYZ):
```
9
C2HN3O3, DFT the ωB97M-V functional and the def2-TZVPD basis
C 2.232 -0.238 0.763
C -1.109 0.496 0.494
N 1.689 -0.323 -0.254
N -0.719 0.496 1.569
N -1.768 0.097 -0.699
O -1.347 0.410 -1.807
O -2.697 -0.568 -0.406
O 0.967 -0.756 -1.039
H 2.753 0.385 1.378
```

Strongest force on any atom = 0.0905 hartree/bohr
Highest occupied orbital energy = -0.3832 Ha

---

# 3
A 2-piece molecular cluster, C4H7NO2 overall in a non-equilibrium geometry. Source: the OMol25 dataset; level of theory: the ωB97M-V functional and the def2-TZVPD basis.

Structure (XYZ):
```
14
C4H7NO2, DFT the ωB97M-V functional and the def2-TZVPD basis
C -0.773 -0.374 -1.101
C -0.587 -1.119 -2.171
C -0.069 1.371 0.347
N 0.029 0.764 -0.802
H -1.508 -0.622 -0.347
H 0.185 -0.881 -2.893
H -1.102 -2.063 -2.240
H 0.441 2.303 0.507
H -0.768 1.059 1.104
H 0.823 0.867 -1.416
O 1.086 0.892 2.112
C 0.821 -0.335 2.258
O -0.010 -0.995 1.627
H 1.432 -0.867 3.014
```

Strongest force on any atom = 0.0295 hartree/bohr
Highest occupied orbital energy = -0.3314 Ha

---

# 4
C10H22HgN2O8 as an isolated structure in a non-equilibrium geometry. Source: the OMol25 dataset; level of theory: the ωB97M-V functional and the def2-TZVPD basis.

Structure (XYZ):
```
43
C10H22HgN2O8, DFT the ωB97M-V functional and the def2-TZVPD basis
Hg 19.624 15.455 -22.101
C 16.818 16.436 -19.602
O 17.255 17.097 -20.497
O 17.125 16.643 -18.442
O 17.169 15.237 -19.778
C 21.641 12.986 -19.947
O 21.483 14.046 -19.398
O 21.514 12.968 -21.098
O 21.045 12.141 -19.295
C 20.382 18.672 -25.049
C 21.661 17.917 -24.792
C 22.357 18.382 -23.507
O 21.471 18.317 -22.352
C 21.890 19.058 -21.235
N 21.405 16.508 -24.743
H 19.729 18.211 -25.790
H 20.540 19.706 -25.356
H 19.864 18.931 -24.125
H 22.261 18.119 -25.679
H 22.526 19.445 -23.676
H 23.330 17.928 -23.317
H 22.802 18.785 -20.703
H 21.076 19.143 -20.514
H 21.965 20.078 -21.610
H 22.308 16.054 -24.741
H 21.175 16.390 -25.719
C 15.671 14.859 -25.896
C 15.985 13.443 -25.417
C 15.668 12.261 -26.476
O 16.440 12.543 -27.616
C 16.134 11.601 -28.627
N 17.414 13.397 -25.086
H 16.228 15.174 -26.779
H 15.861 15.682 -25.208
H 14.606 14.903 -26.122
H 15.416 13.282 -24.501
H 14.620 12.078 -26.713
H 16.131 11.352 -26.093
H 15.184 11.855 -29.098
H 16.218 10.544 -28.375
H 16.747 11.721 -29.521
H 17.603 12.424 -24.890
H 17.810 13.602 -25.992
```

Total charge = -2
Strongest force on any atom = 0.2280 hartree/bohr
Highest occupied orbital energy = 0.0481 Ha

---

# 5
C16H31F3P2W as an isolated structure in a non-equilibrium geometry. Source: the OMol25 dataset; level of theory: the ωB97M-V functional and the def2-TZVPD basis.

Structure (XYZ):
```
53
C16H31F3P2W, DFT the ωB97M-V functional and the def2-TZVPD basis
P 1.899 -2.034 1.702
P 1.309 1.497 1.455
C 2.609 -0.902 0.466
C 2.705 0.627 0.678
H 2.076 -1.110 -0.476
H 3.637 -1.273 0.313
H 3.550 0.903 1.318
H 2.835 1.116 -0.302
C 1.385 3.173 0.742
H 1.684 3.860 1.542
H 0.397 3.475 0.360
H 2.103 3.203 -0.088
C 1.668 1.667 3.203
H 1.787 2.739 3.374
H 2.573 1.099 3.426
H 0.797 1.295 3.763
C 1.884 -3.663 0.936
H 2.075 -4.424 1.703
H 2.669 -3.721 0.170
H 0.911 -3.847 0.460
C 2.942 -2.096 3.163
H 3.077 -1.097 3.601
H 3.922 -2.515 2.898
H 2.461 -2.751 3.903
W -1.761 0.696 -0.682
C -1.009 1.784 -2.152
C -2.558 1.882 -2.043
C -3.402 1.069 -2.964
C -3.331 -0.490 -2.725
C -2.586 -0.899 -1.499
C -1.018 -0.939 -1.527
C -0.342 -0.617 -2.849
C -0.428 0.898 -3.243
C 0.225 -1.644 2.214
H -0.488 2.740 -2.002
H -2.944 2.857 -1.699
H -3.167 1.318 -4.008
H -4.448 1.372 -2.831
H -4.366 -0.849 -2.617
H -2.927 -0.998 -3.612
H -3.057 -1.611 -0.803
H -0.591 -1.784 -0.979
H -0.735 -1.253 -3.662
H 0.728 -0.875 -2.775
H 0.596 1.247 -3.462
H -0.967 1.025 -4.196
H 0.143 -0.642 2.655
H -0.070 -2.381 2.977
H -0.474 -1.711 1.368
F -4.531 0.904 0.473
C -3.215 1.075 0.907
F -3.155 2.368 1.418
F -3.077 0.237 2.011
```

Total charge = +2
Strongest force on any atom = 0.1387 hartree/bohr
2S+1 = 3
Highest occupied orbital energy (alpha / beta) = -0.5311 / -0.5398 Ha

---

# 6
C24H25F3N3O5RuSSi as an isolated structure. Source: the OMol25 dataset; level of theory: the ωB97M-V functional and the def2-TZVPD basis.

Structure (XYZ):
```
63
C24H25F3N3O5RuSSi, DFT the ωB97M-V functional and the def2-TZVPD basis
Ru -0.736 -0.530 -0.825
O -3.397 2.697 0.668
C -2.589 1.846 -0.014
O -2.405 0.687 0.422
C -2.013 2.337 -1.202
C -2.290 3.614 -1.768
C -1.777 3.935 -2.983
C -0.979 2.977 -3.677
C -0.723 1.779 -3.059
N -1.171 1.450 -1.841
C 0.167 0.741 -3.684
O 0.268 0.730 -5.018
O 0.795 -0.029 -3.007
H -3.709 2.195 1.435
H -2.920 4.301 -1.221
H -1.978 4.900 -3.428
H -0.540 3.216 -4.635
H -0.417 1.303 -5.389
F 3.809 -5.224 -1.483
C 2.636 -4.565 -1.550
F 1.780 -5.226 -0.756
F 2.191 -4.695 -2.807
C 2.792 -3.122 -1.146
C 4.057 -2.600 -0.963
C 4.213 -1.269 -0.603
C 3.069 -0.514 -0.439
N 1.845 -1.003 -0.619
C 1.681 -2.282 -0.980
S 0.012 -2.742 -1.245
H 4.919 -3.238 -1.096
H 5.190 -0.834 -0.454
H 3.131 0.530 -0.152
C -3.607 -1.360 -1.350
C -2.279 -1.055 -2.018
O -2.159 -1.068 -3.212
H -4.109 -2.140 -1.922
H -4.207 -0.449 -1.388
H -3.504 -1.647 -0.308
C -1.948 -0.125 3.680
Si -0.709 -1.124 2.732
C 0.652 -1.757 3.843
C -1.540 -2.577 1.972
N -0.042 -0.090 1.418
C 0.695 1.005 1.646
C 1.114 1.418 2.954
C 1.844 2.566 3.147
C 2.207 3.358 2.055
C 1.838 2.975 0.764
C 1.110 1.828 0.555
H -2.412 -0.756 4.443
H -2.725 0.240 3.003
H -1.493 0.733 4.176
H 0.386 -2.762 4.181
H 0.790 -1.138 4.731
H 1.611 -1.828 3.323
H -2.090 -3.103 2.758
H -0.827 -3.267 1.517
H -2.254 -2.292 1.195
H 0.852 0.816 3.809
H 2.140 2.855 4.146
H 2.779 4.263 2.209
H 2.126 3.583 -0.084
H 0.846 1.537 -0.454
```

Strongest force on any atom = 0.0106 hartree/bohr
2S+1 = 6
Highest occupied orbital energy (alpha / beta) = -0.2183 / -0.3014 Ha

---

no.,energy (Eh)
1,-5642.5173
2,-466.5143
3,-361.7778
4,-1258.6497
5,-1676.8571
6,-2552.2225